Computed, not measured: a 7-piece molecular cluster, C30H81N7O8 overall in a non-equilibrium geometry, with wB97M-V/def2-TZVPD.

```
126
Properties=species:S:1:pos:R:3:forces:R:3:mulliken_charge:R:1
O -2.32201 -3.05392 -3.17516 1.56 2.93 -0.01 -0.331
O -1.64887 -7.28601 -6.36717 0.04 -0.37 1.80 -0.343
O 5.21350 0.46853 1.99108 -0.46 1.15 1.21 -0.451
O 2.72831 -3.06035 4.19973 -0.30 0.14 0.99 -0.208
O -2.22600 -0.62937 2.11199 -0.09 -1.39 0.69 -0.319
O 2.95573 2.48251 -4.82856 -0.84 -3.59 0.85 -0.306
O -1.80827 5.80043 0.82796 -0.68 1.08 1.36 -0.269
O -0.77316 3.42912 4.60860 -0.06 -0.11 0.90 -0.225
N -0.00536 2.16856 1.03563 -0.10 0.09 0.92 -0.538
N 6.37813 -0.71576 0.10207 2.93 1.36 -0.36 -0.698
N -0.74123 -2.86046 2.96846 -0.80 -0.62 -0.71 -0.809
N -3.40485 8.30402 0.25748 0.98 0.11 1.33 -0.795
N -3.43439 1.21898 5.83738 0.21 -0.42 -0.04 -0.690
N -3.65999 -5.71526 -5.17501 -0.71 -0.73 -0.31 -0.392
N 4.53423 0.12603 -4.84749 0.61 -0.12 -1.70 -0.694
C 5.04508 -1.07918 0.22079 -0.32 -2.57 0.58 0.993
C 3.04033 -3.44428 5.52928 0.57 -0.89 -0.25 -0.830
C 2.73459 -0.06811 -3.37878 -1.55 0.12 3.16 -1.554
C 4.80237 -2.50568 -0.33348 -1.11 1.22 -0.61 -1.289
C -2.27571 -7.84628 -5.13654 -0.66 0.42 -0.31 -0.541
C 0.60788 3.66944 4.90740 0.08 -1.03 0.04 -0.969
C -2.94704 -4.26921 -3.32011 -1.36 0.95 0.44 -0.513
C -2.87970 2.34468 5.15478 -1.58 2.86 1.68 0.839
C -3.39619 -0.59956 1.26744 1.16 1.49 0.20 -0.616
C -2.33148 -7.62188 -7.54993 -1.42 0.49 0.13 -0.763
C -2.68453 -4.71175 -4.73185 -0.03 -1.38 -0.92 -0.544
C 1.43555 -3.38241 3.70160 0.78 1.07 -1.71 -1.209
C -0.04611 -1.64970 4.94845 1.19 -0.52 -0.90 -1.345
C 4.71486 -0.82094 1.71385 -2.04 -0.33 -1.39 -0.381
C 4.48074 1.69537 1.77954 -0.13 -0.88 0.14 -0.540
C 0.39163 -2.20530 3.56328 -0.18 -0.89 1.65 1.876
C -1.41542 0.53520 2.23893 -0.21 0.53 -2.60 -0.239
C 3.06076 -0.02499 -4.80067 1.44 2.43 -1.09 0.656
C -0.77368 0.95836 0.84710 0.71 -1.20 -0.23 0.853
C -0.61668 5.19076 1.30451 0.17 0.52 -1.40 -0.179
C 2.46626 1.26244 -5.53987 0.60 0.32 1.84 -0.867
C -3.61260 -7.08823 -4.64965 1.59 0.36 -1.31 -0.555
C -3.13008 7.21508 -0.67835 -1.97 -0.20 -0.63 0.644
C 0.19251 -0.10841 0.20071 -0.56 0.19 0.99 -0.817
C -3.35078 3.57534 6.01845 1.38 0.60 -0.43 -1.516
C -1.78806 6.53477 -0.38720 0.24 -0.64 -0.57 -0.859
C -3.21113 7.82540 -2.08682 1.56 0.12 -0.19 -1.434
C -1.40553 2.27715 5.26249 2.07 0.59 -1.32 -0.111
C 3.76076 3.33338 -5.52830 -0.74 1.23 -1.30 -0.851
C -2.62885 -2.29879 -1.97412 1.03 -2.71 -0.52 -0.759
H -0.75508 -0.82207 4.92700 -0.15 -0.21 -0.20 0.059
H -1.65911 -7.86167 -4.23784 1.09 0.54 -0.75 0.286
H -1.86671 -7.30345 -8.48305 1.10 -0.45 0.42 0.296
H -4.40679 3.67948 6.26766 -0.05 -0.53 -0.14 0.423
H -0.44430 -2.52409 5.46320 -0.19 0.27 0.32 0.392
H -1.50255 -2.20833 2.84507 -0.16 0.22 0.42 0.443
H 0.86051 -1.29693 5.44008 -0.07 0.04 0.31 0.305
H 0.94571 4.63083 4.52048 -0.48 -0.02 -0.13 0.279
H 5.13860 -0.37557 -4.21249 -0.70 -0.38 0.21 0.257
H -2.75631 -3.89871 -5.45429 -0.47 0.42 0.49 0.337
H 5.12340 -1.50704 2.45579 0.37 -0.08 -0.33 0.326
H 1.05531 -4.36007 3.99774 -0.43 0.35 1.03 0.552
H 0.72708 -1.43601 2.86775 0.78 0.24 0.38 -0.585
H 5.21948 2.49016 1.67620 -0.03 -0.18 -0.21 0.290
H -0.81009 4.55456 2.16818 -0.39 0.03 -0.23 -0.167
H 3.63487 -0.96752 1.72851 -0.47 0.64 0.79 0.054
H 2.66470 1.22908 -6.61114 0.60 0.33 0.05 0.380
H -3.32854 2.55217 4.18339 0.58 -0.39 -0.62 0.159
H 4.86721 1.07956 -4.84354 -0.48 0.04 0.08 0.171
H -3.92794 0.28367 1.62138 -0.39 0.30 -0.80 0.284
H 5.55029 -3.29238 -0.23442 0.03 0.26 0.91 0.412
H 7.09359 -1.42780 0.13693 -0.42 -0.49 -0.13 0.242
H -3.02206 -0.57030 0.24408 -0.47 0.52 -0.20 0.078
H -1.01172 7.29070 -0.50539 0.32 0.32 0.77 0.343
H 1.38292 1.34058 -5.44833 -0.05 -0.40 0.21 0.383
H 3.79662 -2.78498 -0.01956 0.07 -0.64 0.06 0.246
H -2.72837 -4.94222 -2.49106 0.61 -0.57 -0.12 0.345
H 4.46458 -0.37564 -0.37599 -0.55 -0.01 0.02 -0.287
H -2.03714 1.36082 2.58523 -0.07 0.29 0.05 0.028
H 0.20529 5.84759 1.58916 -0.24 0.72 0.11 0.291
H -2.42567 8.58030 -2.05088 0.10 0.26 -0.37 0.329
H -3.70704 -2.29677 -1.81413 -0.06 0.53 0.05 0.317
H -0.59326 0.42115 2.94542 -0.24 -0.63 0.02 0.019
H -3.99357 -4.01203 -3.15662 -0.77 -0.70 -0.49 0.327
H -1.66485 -5.04275 -4.92885 0.40 -0.27 0.66 0.329
H -4.42523 -7.66489 -5.09146 -0.41 0.35 0.41 0.298
H -1.13696 2.17908 6.31433 0.07 0.33 0.14 0.623
H -0.25829 -1.07173 -0.03775 -0.40 0.17 -0.15 0.220
H -2.14702 -2.95770 -1.25178 -0.36 0.31 1.09 0.343
H -1.01542 1.38785 4.76746 0.02 -0.23 -0.02 -0.622
H 4.18793 4.06981 -4.84764 0.07 -0.10 0.00 0.198
H -0.50778 -3.02202 1.99918 0.15 -0.53 -0.33 0.269
H 6.42844 -0.20737 0.97333 1.80 0.93 -0.47 0.346
H 4.52917 2.88560 -6.15849 0.17 -0.23 0.09 0.384
H -4.11089 -1.42204 1.29621 0.72 -0.52 0.89 0.295
H -1.55852 1.18466 0.12537 -0.43 -0.42 -0.04 0.356
H 2.73874 -0.89814 -5.36812 0.01 -0.09 0.10 0.289
H -0.22616 4.66436 0.43359 0.31 -0.59 0.18 0.255
H -2.67580 -8.65593 -7.56629 0.38 -0.25 -0.17 0.315
H -2.98400 7.98655 1.11899 0.64 0.26 0.45 0.265
H -2.73627 3.59934 6.91838 -0.36 -0.30 0.39 0.392
H -3.96460 6.52130 -0.57668 0.27 -0.76 -0.06 0.293
H -4.10131 8.36512 -2.40993 -0.33 -0.29 0.72 0.345
H 4.12703 -3.44578 5.61416 0.06 0.80 0.05 0.281
H 1.73079 0.19018 -3.04148 -0.81 -0.58 -0.71 0.322
H -2.08519 -1.35606 -1.91248 -0.44 0.06 -0.64 0.297
H -0.66072 2.92927 1.14487 0.41 0.04 -0.08 0.041
H 1.25487 2.89216 4.50078 -0.07 -0.18 -0.69 0.273
H -2.44041 -8.90425 -5.34063 -0.43 -0.08 -0.08 0.440
H 3.00309 3.80592 -6.15339 0.78 1.03 -0.87 0.337
H 0.63567 2.35920 0.27877 -0.17 0.02 -0.13 0.246
H 2.56598 -2.89603 6.34324 -0.07 0.39 -0.23 0.269
H 3.21253 0.67748 -2.74335 0.88 0.23 -0.64 0.396
H -3.05306 4.51124 5.54565 -0.14 0.00 -0.39 0.294
H -3.27403 0.39739 5.27226 -0.68 -0.43 0.13 0.219
H 1.68187 -3.60558 2.66351 -0.13 0.02 -0.47 0.243
H -3.23700 -7.02312 -7.64800 -0.65 0.04 0.29 0.276
H 4.74327 -2.38031 -1.41464 -0.12 -0.02 -0.21 0.337
H -3.67253 -7.00862 -3.56421 0.00 -0.61 -0.02 0.337
H -4.35420 8.34960 0.59919 -0.57 -0.08 -0.82 0.249
H -2.95084 7.14947 -2.90134 -0.02 -0.32 0.12 0.334
H 3.83998 1.95193 2.62318 0.08 -0.26 0.35 0.183
H -1.50939 5.79289 -1.13556 -0.40 -0.01 -0.69 0.425
H -4.39910 1.47995 5.98338 -0.26 -1.01 -0.02 0.283
H -3.55123 -5.88037 -6.16546 -0.02 0.76 -0.13 0.192
H 0.90737 3.60744 5.95360 -0.76 0.34 0.53 0.402
H 0.99119 -0.37251 0.89386 0.13 0.27 0.23 -0.145
H 2.87638 -4.50502 5.71917 -0.75 -0.30 -0.22 0.351
H 3.80409 1.65835 0.92580 0.26 -0.11 -0.35 0.213
H 0.67824 0.28959 -0.69024 -0.20 0.08 -0.11 0.130
H 2.98471 -1.01224 -2.89489 0.01 -0.25 -0.23 0.455
```
Forces are in eV/Å.

* SMILES string: COC[C@H](C)N.COC[C@H](C)N.COC[C@H](C)N.COC[C@H](C)N.COC[C@H](C)N.COC[C@H](C)N.COCCNCCOC
* relative energy (zero: lowest compared OMol25 entry of this formula, charge and spin): 5.389 eV
* DFT total energy: -2176.44077 a.u.
* E_HOMO: -0.3105 hartree